Entry 1:
This record from the OMol25 dataset describes a structure of composition C33H17F14MnN2O2PS3Se. The level of theory is wB97M-V/def2-TZVPD.

Values from the calculation:
Total charge: -1
2S+1: 5
LUMO energy (spin up / spin down) (eV): 1.0356 / 1.9905
Calculated total energy (hartree): -8014.48731

Atoms and positions in Å:
Mn (-2.088, 0.988, 0.184)
S (-2.532, 5.475, 0.421)
C (-2.490, 3.837, 0.247)
S (-2.020, 2.811, 1.595)
S (-2.847, 2.929, -1.175)
F (4.062, -4.364, -1.154)
C (3.287, -3.759, -2.068)
F (2.360, -4.656, -2.459)
F (4.062, -3.522, -3.146)
C (2.655, -2.507, -1.544)
C (3.103, -1.924, -0.377)
C (2.485, -0.770, 0.104)
C (1.418, -0.211, -0.579)
C (1.007, -0.789, -1.786)
C (1.615, -1.930, -2.267)
P (0.428, 1.241, -0.027)
C (1.188, 2.481, -1.161)
C (2.543, 2.820, -1.048)
C (3.127, 3.689, -1.948)
C (2.363, 4.220, -2.986)
C (1.035, 3.882, -3.121)
C (0.449, 3.006, -2.207)
C (3.016, 5.167, -3.947)
F (3.325, 6.339, -3.360)
F (2.234, 5.446, -5.001)
F (4.170, 4.668, -4.430)
C (1.129, 1.677, 1.611)
C (1.494, 2.979, 1.930)
C (1.987, 3.283, 3.192)
C (2.090, 2.285, 4.146)
C (1.663, 0.997, 3.863)
C (1.175, 0.691, 2.601)
C (2.668, 2.571, 5.500)
F (1.785, 2.330, 6.486)
F (3.069, 3.846, 5.630)
F (3.740, 1.794, 5.754)
H (3.916, -2.373, 0.177)
H (2.841, -0.329, 1.026)
H (0.183, -0.349, -2.339)
H (1.273, -2.385, -3.189)
H (3.144, 2.400, -0.250)
H (4.173, 3.955, -1.853)
H (0.444, 4.296, -3.927)
H (-0.597, 2.762, -2.301)
H (1.374, 3.775, 1.205)
H (2.290, 4.294, 3.426)
H (1.713, 0.226, 4.624)
H (0.833, -0.320, 2.394)
C (-0.270, -4.888, 1.415)
N (-0.801, -3.746, 0.678)
C (-1.570, -3.898, -0.429)
C (-2.050, -2.842, -1.107)
C (-1.762, -1.545, -0.572)
O (-2.248, -0.474, -1.115)
N (-1.013, -1.396, 0.512)
C (-0.460, -2.471, 1.145)
O (0.322, -2.399, 2.091)
H (-0.636, -5.800, 0.947)
H (-0.596, -4.848, 2.451)
H (0.817, -4.874, 1.405)
H (-1.782, -4.917, -0.721)
H (-2.666, -2.950, -1.988)
F (-6.642, -4.307, -1.385)
C (-6.072, -3.268, -0.765)
C (-6.478, -1.982, -1.046)
F (-7.456, -1.784, -1.940)
C (-5.874, -0.913, -0.410)
F (-6.310, 0.301, -0.747)
C (-4.863, -1.086, 0.521)
Se (-4.079, 0.392, 1.453)
C (-4.503, -2.394, 0.798)
F (-3.580, -2.675, 1.726)
C (-5.080, -3.477, 0.164)
F (-4.688, -4.729, 0.449)

Entry 2:
This record from the OMol25 dataset describes a cluster of 2 separate species, C3H3BrCl2S in total in a non-equilibrium geometry. The level of theory is wB97M-V/def2-TZVPD.

Values from the calculation:
Total charge: 0
LUMO energy (spin up / spin down) (eV): -2.0641 / -2.0642
Calculated total energy (hartree): -4008.54366

Atoms and positions in Å:
C (0.880, 0.659, 1.049)
C (0.910, 1.751, 0.326)
C (-1.118, -1.521, -0.664)
S (0.702, -1.474, -0.530)
Cl (1.152, 0.407, 2.686)
Cl (1.400, 3.379, 0.840)
Br (0.641, 1.659, -1.526)
H (-1.530, -0.656, -1.274)
H (-1.563, -1.768, 0.413)
H (-1.475, -2.436, -1.320)

Entry 3:
This record from the OMol25 dataset describes a structure of composition C52H53BrNO2PS4SiTc in a non-equilibrium geometry. The level of theory is wB97M-V/def2-TZVPD.

Values from the calculation:
Total charge: -1
LUMO energy (spin up / spin down) (eV): 0.8492 / 0.8481
Calculated total energy (hartree): -7097.06286

Atoms and positions in Å:
Tc (0.460, 0.702, 1.668)
O (1.476, 3.398, 8.100)
C (1.303, 2.928, 7.009)
S (2.607, 2.577, 5.868)
C (1.597, 2.001, 4.548)
C (0.262, 1.968, 4.759)
S (-0.920, 1.529, 3.593)
S (-0.278, 2.503, 6.358)
S (2.383, 1.656, 3.033)
C (1.610, 0.267, 0.112)
C (2.302, -0.091, -0.857)
C (2.971, -0.679, -1.886)
C (2.849, -0.154, -3.242)
C (2.713, -1.013, -4.338)
C (2.534, -0.509, -5.609)
C (2.493, 0.860, -5.822)
C (2.634, 1.721, -4.748)
C (2.809, 1.220, -3.474)
C (3.775, -1.862, -1.633)
C (3.557, -2.661, -0.504)
C (4.344, -3.769, -0.266)
C (5.372, -4.099, -1.138)
C (5.622, -3.296, -2.239)
C (4.836, -2.190, -2.486)
H (2.727, -2.082, -4.176)
H (2.427, -1.189, -6.444)
H (2.357, 1.252, -6.819)
H (2.614, 2.790, -4.903)
H (2.947, 1.883, -2.635)
H (2.755, -2.393, 0.169)
H (4.159, -4.378, 0.607)
H (5.983, -4.967, -0.953)
H (6.441, -3.529, -2.906)
H (5.052, -1.555, -3.334)
C (-1.086, 4.787, 2.332)
C (0.324, 4.592, 1.792)
P (0.544, 3.081, 0.731)
C (-0.665, 3.383, -0.634)
C (-0.315, 2.589, -1.884)
C (2.085, 3.595, -0.169)
C (3.345, 3.759, 0.667)
H (-1.120, 5.644, 3.005)
H (-1.406, 3.912, 2.892)
H (-1.796, 4.959, 1.525)
H (1.024, 4.478, 2.629)
H (0.632, 5.474, 1.217)
H (-0.734, 4.455, -0.854)
H (-1.636, 3.042, -0.270)
H (0.580, 2.973, -2.366)
H (-1.129, 2.639, -2.604)
H (-0.147, 1.546, -1.620)
H (1.849, 4.529, -0.694)
H (2.269, 2.814, -0.910)
H (3.218, 4.495, 1.456)
H (4.168, 4.081, 0.031)
H (3.614, 2.813, 1.127)
Br (0.827, -5.921, 0.215)
C (0.477, -4.301, -0.703)
C (0.412, -4.283, -2.085)
C (0.184, -3.065, -2.702)
C (0.011, -1.943, -1.903)
N (0.042, -1.985, -0.585)
C (0.281, -3.132, 0.013)
H (0.537, -5.192, -2.655)
H (0.141, -2.992, -3.779)
H (-0.157, -0.968, -2.338)
H (0.330, -3.110, 1.092)
C (-5.658, 0.683, 0.877)
C (-4.258, 0.828, 1.477)
C (-4.174, -0.074, 2.710)
C (-4.068, 2.270, 1.939)
Si (-2.882, 0.264, 0.223)
O (-1.411, 0.522, 0.708)
C (-3.397, -1.551, -0.080)
C (-2.829, -2.604, 0.626)
C (-3.264, -3.906, 0.445)
C (-4.296, -4.177, -0.434)
C (-4.889, -3.140, -1.133)
C (-4.436, -1.846, -0.957)
C (-3.170, 1.019, -1.522)
C (-3.757, 2.253, -1.777)
C (-3.994, 2.695, -3.069)
C (-3.646, 1.908, -4.150)
C (-3.045, 0.680, -3.922)
C (-2.816, 0.251, -2.628)
H (-6.409, 1.022, 1.592)
H (-5.867, -0.356, 0.634)
H (-5.766, 1.274, -0.031)
H (-4.970, 0.162, 3.417)
H (-3.217, 0.062, 3.209)
H (-4.266, -1.120, 2.427)
H (-4.858, 2.557, 2.637)
H (-4.091, 2.970, 1.106)
H (-3.115, 2.375, 2.450)
H (-2.037, -2.380, 1.325)
H (-2.807, -4.714, 0.999)
H (-4.649, -5.191, -0.563)
H (-5.709, -3.343, -1.811)
H (-4.905, -1.048, -1.517)
H (-4.039, 2.896, -0.956)
H (-4.461, 3.656, -3.236)
H (-3.838, 2.246, -5.160)
H (-2.762, 0.056, -4.760)
H (-2.372, -0.720, -2.460)
C (0.997, -0.892, 2.429)
C (1.826, -1.838, 3.039)
C (1.371, -2.831, 3.923)
C (2.270, -3.671, 4.546)
C (3.629, -3.554, 4.299)
C (4.095, -2.578, 3.426)
C (3.213, -1.724, 2.801)
H (0.312, -2.910, 4.121)
H (1.913, -4.423, 5.235)
H (4.327, -4.214, 4.792)
H (5.153, -2.482, 3.238)
H (3.550, -0.944, 2.135)

Listing ΔE to the lowest compared entry with this formula, charge and spin for the structures above in their given order: 46.0, 275.4, 137.9 kJ/mol.
Listing M for the structures above in their given order: 1000.6, 221.9, 1089.2 g mol⁻¹.